78
Properties=species:S:1:pos:R:3:lowdin_charge:R:1 method="wB97M-V/def2-TZVPD" orbital_gap_ev=9.24 total_charge=0 homo_ha=-0.339 lumo_ev=0.025 energy_ev=-46731.7308
N -13.985 11.012 -5.224 0.18
C -14.349 10.454 -6.393 -0.62
N -14.177 11.316 -7.442 0.17
O -14.559 9.264 -6.682 0.00
H -14.063 10.512 -4.357 0.12
H -13.752 11.983 -5.215 0.10
H -13.883 12.257 -7.253 0.10
H -14.466 11.119 -8.380 0.08
N -16.484 7.523 -13.699 0.16
C -15.994 6.255 -13.927 -0.65
N -15.067 6.217 -14.903 0.17
O -16.434 5.283 -13.312 0.02
H -17.004 7.538 -12.836 0.08
H -16.037 8.310 -14.118 0.09
H -14.745 5.351 -15.293 0.11
H -14.817 7.055 -15.386 0.10
N -13.549 12.842 -12.077 0.15
C -13.157 11.796 -11.303 -0.67
N -14.151 10.947 -10.940 0.17
O -12.003 11.642 -10.894 0.01
H -14.501 12.890 -12.392 0.09
H -12.952 13.511 -12.521 0.11
H -15.040 11.150 -11.356 0.09
H -13.996 10.144 -10.364 0.06
C -12.755 4.954 -12.314 -0.16
O -12.478 4.772 -13.688 -0.12
H -12.880 4.039 -11.730 0.09
H -12.072 5.632 -11.809 0.05
H -13.726 5.473 -12.266 0.06
H -13.146 4.182 -14.041 0.06
C -15.052 7.838 -9.825 -0.13
O -15.926 8.409 -10.826 -0.15
H -15.627 7.359 -9.034 0.05
H -14.406 7.123 -10.323 0.08
H -14.506 8.623 -9.292 0.05
H -16.693 8.824 -10.414 0.03
C -18.791 9.789 -12.616 -0.13
O -18.840 9.826 -11.178 -0.14
H -19.217 8.848 -12.967 0.08
H -19.256 10.676 -13.040 0.08
H -17.752 9.728 -12.935 0.05
H -19.742 9.584 -10.945 0.08
C -12.536 5.592 -8.450 -0.13
O -13.501 4.808 -7.744 -0.13
H -12.673 6.598 -8.037 0.07
H -11.538 5.257 -8.179 0.08
H -12.668 5.560 -9.531 0.06
H -14.337 5.287 -7.701 0.03
C -15.523 6.422 -5.286 -0.14
O -15.582 6.783 -6.664 -0.17
H -15.199 7.251 -4.654 0.07
H -16.516 6.165 -4.902 0.07
H -14.904 5.528 -5.199 0.08
H -15.135 7.650 -6.689 0.01
C -10.730 7.917 -11.173 -0.18
O -9.989 7.064 -10.332 -0.11
H -10.982 7.465 -12.135 0.07
H -11.749 8.087 -10.793 0.07
H -10.298 8.901 -11.369 0.08
H -10.133 7.428 -9.447 0.04
C -16.774 4.988 -10.004 -0.15
O -15.898 4.108 -10.705 -0.14
H -16.381 5.015 -8.990 0.07
H -16.712 5.970 -10.482 0.05
H -17.806 4.638 -10.115 0.08
H -16.050 4.270 -11.648 0.02
C -17.883 9.515 -8.258 -0.17
O -17.851 9.792 -6.891 -0.10
H -16.930 9.037 -8.534 0.05
H -18.723 8.901 -8.593 0.09
H -17.894 10.427 -8.855 0.08
H -18.015 9.047 -6.313 0.08
C -11.098 9.696 -7.775 -0.15
O -10.452 8.439 -7.685 -0.11
H -10.496 10.494 -8.219 0.08
H -12.005 9.790 -8.379 0.05
H -11.254 10.055 -6.753 0.08
H -10.839 7.980 -6.936 0.08

=====

39
Properties=species:S:1:pos:R:3:lowdin_charge:R:1 method="wB97M-V/def2-TZVPD" orbital_gap_ev=8.16 total_charge=+1 homo_ha=-0.435 lumo_ev=-3.678 energy_ev=-37112.2766
B -6.190 0.264 -0.500 -0.01
P -4.519 0.608 -1.376 0.15
O -3.565 1.476 -0.315 -0.25
O -4.821 1.688 -2.603 -0.22
S -3.597 -0.974 -1.983 0.30
H -6.995 -0.330 -1.138 0.01
H -6.427 0.621 0.605 0.01
H -4.145 2.144 0.039 0.05
H -5.732 1.593 -2.868 0.05
C -0.731 -0.834 0.983 -0.05
C 0.464 -1.128 0.099 -0.15
N 1.091 0.092 -0.537 -0.27
C 0.048 0.730 -1.412 0.01
C 2.189 -0.334 -1.487 -0.15
C 3.417 -0.989 -0.879 -0.04
C 1.519 1.170 0.441 -0.06
C 2.463 0.794 1.573 -0.19
O 1.880 -0.168 2.425 -0.20
C 2.800 -1.069 3.036 -0.07
H -1.566 -0.408 0.424 0.04
H -1.080 -1.773 1.410 0.10
H -0.490 -0.173 1.811 0.08
H 0.154 -1.764 -0.732 0.14
H 1.237 -1.653 0.646 0.11
H -0.316 -0.020 -2.109 0.10
H 0.507 1.558 -1.946 0.12
H -0.762 1.097 -0.790 0.09
H 2.480 0.558 -2.041 0.13
H 1.712 -1.022 -2.182 0.13
H 4.129 -0.251 -0.517 0.08
H 3.935 -1.543 -1.662 0.10
H 3.189 -1.695 -0.084 0.08
H 0.596 1.561 0.862 0.14
H 1.976 1.950 -0.168 0.15
H 2.637 1.707 2.153 0.14
H 3.433 0.470 1.205 0.10
H 3.831 -0.721 2.973 0.09
H 2.722 -2.051 2.557 0.09
H 2.528 -1.179 4.085 0.10

=====

112
Properties=species:S:1:pos:R:3:lowdin_charge:R:1 method="wB97M-V/def2-TZVPD" orbital_gap_ev=9.15 total_charge=0 homo_ha=-0.316 lumo_ev=0.552 energy_ev=-51968.3052
C 2.345 1.543 5.939 -0.11
O 2.781 1.402 4.563 -0.21
C 2.325 0.046 4.043 -0.15
C 2.497 -0.061 2.527 -0.45
C 2.143 -1.511 2.029 -0.04
N 3.812 0.318 2.168 0.03
H 2.721 0.680 6.489 0.08
H 1.280 1.732 6.067 0.08
H 2.785 2.472 6.301 0.08
H 2.871 -0.702 4.617 0.12
H 1.269 -0.185 4.187 0.11
H 1.908 0.665 1.966 0.12
H 2.644 -1.828 1.114 0.06
H 1.096 -1.724 1.816 0.04
H 2.470 -2.308 2.698 0.07
H 4.506 0.155 2.883 0.08
H 3.694 1.315 2.282 0.07
C -4.682 0.629 -0.327 -0.02
O -4.855 -0.213 0.875 -0.29
C -5.874 -1.173 0.752 -0.24
C -6.002 -1.882 2.066 -0.41
C -7.262 -2.678 2.147 -0.10
N -6.319 -0.735 2.992 0.05
H -4.963 0.059 -1.213 0.09
H -3.647 0.969 -0.310 0.06
H -5.262 1.543 -0.195 0.09
H -6.840 -0.728 0.510 0.13
H -5.635 -1.758 -0.136 0.12
H -5.141 -2.533 2.223 0.13
H -7.391 -3.536 1.487 0.07
H -8.260 -2.246 2.064 0.08
H -7.246 -3.161 3.123 0.08
H -6.022 -1.002 3.920 0.07
H -5.637 -0.044 2.716 0.02
C 7.120 -4.878 -4.026 -0.11
O 5.753 -4.612 -3.663 -0.20
C 5.644 -3.309 -3.026 -0.16
C 4.428 -3.124 -2.027 -0.41
C 3.178 -3.880 -2.548 -0.06
N 4.051 -1.781 -2.077 0.04
H 7.660 -4.787 -3.083 0.08
H 7.622 -4.250 -4.762 0.08
H 7.168 -5.954 -4.193 0.09
H 6.561 -2.900 -2.604 0.12
H 5.507 -2.686 -3.910 0.10
H 4.729 -3.624 -1.106 0.13
H 2.329 -3.835 -1.867 0.07
H 3.469 -4.928 -2.468 0.07
H 2.868 -3.630 -3.562 0.09
H 4.202 -1.385 -2.994 0.04
H 3.049 -1.694 -1.982 0.06
C 6.004 0.064 -5.313 -0.07
O 4.695 0.051 -4.721 -0.22
C 3.762 0.934 -5.325 -0.19
C 2.385 0.601 -4.577 -0.40
C 1.185 1.088 -5.326 -0.08
N 2.265 1.183 -3.211 0.06
H 5.925 0.362 -6.359 0.09
H 6.296 -0.986 -5.326 0.08
H 6.629 0.722 -4.710 0.09
H 3.998 1.997 -5.299 0.12
H 3.512 0.784 -6.376 0.11
H 2.399 -0.489 -4.619 0.14
H 1.278 2.141 -5.592 0.08
H 0.343 1.024 -4.637 0.08
H 1.048 0.587 -6.284 0.08
H 2.108 2.181 -3.216 0.09
H 3.153 0.915 -2.812 0.08
C -2.662 4.324 4.709 -0.11
O -2.280 2.977 4.510 -0.17
C -3.292 2.166 3.953 -0.19
C -2.502 0.843 3.611 -0.37
C -1.381 0.780 2.496 -0.03
N -3.452 -0.132 3.189 0.02
H -2.964 4.855 3.806 0.07
H -1.955 4.974 5.225 0.09
H -3.494 4.325 5.413 0.08
H -4.211 2.060 4.528 0.12
H -3.808 2.417 3.026 0.11
H -2.216 0.455 4.589 0.13
H -1.874 1.154 1.598 0.05
H -1.003 -0.213 2.255 0.05
H -0.530 1.458 2.569 0.07
H -2.866 -0.954 3.148 0.08
H -3.756 -0.069 2.227 0.03
C -2.887 -2.561 -0.027 -0.09
C -1.516 -3.055 0.221 -0.33
O -0.807 -3.092 -1.027 -0.08
H -3.145 -3.276 -0.809 0.10
H -2.909 -1.478 -0.149 0.07
H -3.394 -2.689 0.929 0.07
H -1.714 -4.033 0.660 0.12
H -1.047 -2.357 0.914 0.08
H -0.649 -2.237 -1.433 0.04
C -2.382 4.956 0.810 -0.09
C -1.939 5.521 -0.524 -0.31
O -2.809 6.547 -1.037 -0.08
H -3.450 4.752 0.882 0.08
H -2.073 5.680 1.564 0.07
H -1.856 4.021 1.005 0.06
H -1.674 4.788 -1.286 0.10
H -1.043 6.091 -0.279 0.11
H -2.313 7.349 -1.218 0.07
C -0.800 1.656 -1.211 -0.08
C -0.023 0.433 -0.880 -0.33
O 0.061 -0.362 -2.036 -0.09
H -0.220 2.389 -1.771 0.07
H -1.139 2.255 -0.366 0.04
H -1.754 1.346 -1.640 0.08
H -0.548 -0.091 -0.080 0.08
H 0.981 0.567 -0.477 0.12
H 0.862 0.047 -2.373 0.02